(1)
The following is a DFT calculation (the ωB97M-V functional and the def2-TZVPD basis) of a 2-piece molecular cluster, C5H7FIN4 overall at a distorted geometry.

```
18
Properties=species:S:1:pos:R:3:forces:R:3
C 1.67100 0.04131 -0.17908 -1.28 -2.90 -0.96
C 1.40776 -1.31112 -0.23279 -0.77 0.55 1.77
C 0.05602 -1.77070 -0.05586 -0.35 -1.52 -0.15
C -0.55529 0.37174 0.10232 -2.09 -0.49 -0.89
C 0.82071 2.34955 -0.10171 -1.23 0.87 -0.23
N -0.93713 -0.86374 0.05657 1.43 1.11 0.38
N 0.60958 0.91441 -0.17520 0.94 -0.96 1.49
N -0.23723 -3.09080 0.03359 2.76 1.09 -0.09
N -2.76498 1.79722 -0.11713 0.76 -0.23 -0.16
F 2.34124 -2.24328 0.02817 0.05 0.57 -0.79
I -3.89028 0.18651 -0.00797 -0.62 0.20 0.07
H 2.69404 0.25286 -0.21422 1.26 1.37 0.05
H 0.21481 2.83061 0.69434 0.64 -0.72 -0.06
H 1.89110 2.48400 0.04954 -0.28 0.61 -0.44
H 0.31439 2.71727 -1.00995 1.12 0.40 0.06
H 0.55056 -3.76422 0.18563 -1.31 0.91 -0.36
H -1.15741 -3.33025 0.28919 -1.05 -0.44 0.29
H -3.02891 2.42864 0.65456 0.04 -0.41 0.04
```
Positions in Å, forces in eV/Å.

For the frontier orbital gap (spin up / spin down), the calculation gives 7.419 / 7.917 eV. As for the charge: +1. The value obtained for the relative energy (zero: lowest compared OMol25 entry of this formula, charge and spin) is 112.8 kcal/mol.

Partial atomic charges computed with the Löwdin method, in multiples of e: number 1, C, carries 0.096; number 2, C, carries -0.147; number 3, C, carries -0.249; number 4, C, carries -0.078; number 5, C, carries 0.020; number 6, N, carries 0.105; number 7, N, carries -0.083; number 8, N, carries 0.221; number 9, N, carries -0.531; number 10, F, carries 0.106; number 11, I, carries 0.849; number 12, H, carries 0.145; number 13, H, carries 0.113; number 14, H, carries 0.106; number 15, H, carries 0.116; number 16, H, carries 0.160; number 17, H, carries 0.113; number 18, H, carries -0.063



(2)
The following is a DFT calculation (the ωB97M-V functional and the def2-TZVPD basis) of a 2-piece molecular cluster, C5H7FO overall at a distorted geometry.

```
14
Properties=species:S:1:pos:R:3:forces:R:3
C 1.90940 -2.18413 -0.72453 -0.22 -1.14 -0.84
C 0.69161 -2.41313 -0.30931 -0.28 3.20 0.94
C -0.32675 -0.10589 0.55292 0.48 -1.96 -0.69
C -0.23210 0.80717 -0.57101 -0.83 0.87 2.81
C -1.02911 2.06950 -0.80089 -1.48 1.21 1.10
O 0.78681 0.64149 0.47836 -0.13 0.78 0.51
F -0.10793 -3.41507 -0.26555 -0.38 -1.45 -0.21
H 2.58770 -2.78381 -1.31271 -0.21 -0.91 0.12
H 2.27482 -1.20884 -0.69970 0.23 1.76 0.58
H -0.97439 -0.28893 1.42239 0.48 0.34 -0.42
H 0.12159 0.40693 -1.43617 0.81 -1.25 -2.40
H -0.84065 2.28236 -1.81105 0.41 0.80 -1.47
H -0.92696 3.09967 -0.23519 0.15 -2.57 -0.58
H -2.12267 1.79195 -0.85293 0.97 0.31 0.55
```
Positions in Å, forces in eV/Å.

For the frontier orbital gap (spin up / spin down), the calculation gives 9.262 / 8.378 eV. The value obtained for the relative energy (zero: lowest compared OMol25 entry of this formula, charge and spin) is 141.3 kcal/mol.

Partial atomic charges computed with the Löwdin method, in multiples of e: number 1, C, carries -0.014; number 2, C, carries -0.194; number 3, C, carries -0.067; number 4, C, carries -0.293; number 5, C, carries -0.045; number 6, O, carries -0.007; number 7, F, carries 0.076; number 8, H, carries 0.055; number 9, H, carries 0.017; number 10, H, carries 0.116; number 11, H, carries 0.094; number 12, H, carries 0.037; number 13, H, carries 0.128; number 14, H, carries 0.095



(3)
The following is a DFT calculation (the ωB97M-V functional and the def2-TZVPD basis) of C5H7FO in the gas phase at a distorted geometry.

```
14
Properties=species:S:1:pos:R:3:forces:R:3
C -1.58868 0.42527 -1.21244 0.57 0.08 0.59
C -1.21414 0.42760 0.26694 -1.29 0.54 -0.89
C -0.02434 -0.04501 0.92022 3.00 -0.11 -0.03
C 1.19373 -0.57978 0.18515 -2.64 0.02 0.90
C 2.43911 -0.34926 0.44084 2.30 0.85 0.48
H -1.02749 -0.31219 -1.83890 -0.44 0.62 0.78
H -2.67560 0.23064 -1.27641 0.57 0.24 -0.15
H -1.33224 1.44023 -1.51722 -0.36 -0.01 -0.62
H -1.72896 1.09567 0.93827 -0.51 0.89 -0.53
H 0.29864 0.37467 1.87795 -0.40 0.06 -0.12
H 2.79749 0.32914 1.22388 -0.56 -0.29 -0.30
H 3.22049 -0.78230 -0.16843 -0.10 -0.17 -0.04
O -1.18686 -0.80099 0.90191 -0.18 -2.14 0.93
F 0.82886 -1.45371 -0.74174 0.05 -0.56 -1.00
```
Positions in Å, forces in eV/Å.

The SMILES is C=C(F)[C@@H]1O[C@@H]1C. For the frontier orbital gap, the calculation gives 10.699 eV. The value obtained for the relative energy (zero: lowest compared OMol25 entry of this formula, charge and spin) is 33.5 kcal/mol.

Partial atomic charges computed with the Löwdin method, in multiples of e: number 1, C, carries -0.014; number 2, C, carries -0.318; number 3, C, carries -0.216; number 4, C, carries -0.330; number 5, C, carries 0.077; number 6, H, carries 0.091; number 7, H, carries 0.088; number 8, H, carries 0.076; number 9, H, carries 0.138; number 10, H, carries 0.152; number 11, H, carries 0.078; number 12, H, carries 0.072; number 13, O, carries 0.026; number 14, F, carries 0.081



(4)
The following is a DFT calculation (the ωB97M-V functional and the def2-TZVPD basis) of C5H7FO2 in the gas phase at a distorted geometry.

```
15
Properties=species:S:1:pos:R:3:forces:R:3
C -0.10525 0.76945 -1.41646 1.05 0.44 2.93
C -0.10438 1.89717 -2.07181 0.23 0.64 0.32
C 0.17568 -1.29263 0.94981 -2.41 0.37 -0.54
C -0.63076 -1.34652 -0.46268 -2.14 0.73 3.01
C 0.19620 0.09945 1.44146 -0.47 0.98 0.14
O -0.10007 -0.53567 -1.40313 1.00 1.92 -3.37
O 1.37455 0.69707 1.64807 1.34 1.19 1.99
F -0.72399 0.53985 2.35344 -0.01 -0.66 -0.34
H -0.55973 2.02622 -3.01611 -0.36 -0.14 -1.39
H 0.31472 2.86988 -1.69242 -0.55 -1.31 0.21
H -0.23692 -2.02638 1.68952 0.07 0.60 -0.68
H 1.18309 -1.53075 0.76549 1.29 -0.51 -0.43
H -0.48577 -2.24749 -0.95416 -0.17 -2.35 -0.11
H -1.76322 -1.10319 -0.37934 1.79 -0.59 0.41
H 1.46584 1.18352 2.54832 -0.68 -1.31 -2.14
```
Positions in Å, forces in eV/Å.

For the frontier orbital gap (spin up / spin down), the calculation gives 7.527 / 8.115 eV. The value obtained for the relative energy (zero: lowest compared OMol25 entry of this formula, charge and spin) is 114.7 kcal/mol.

Partial atomic charges computed with the Löwdin method, in multiples of e: number 1, C, carries -0.133; number 2, C, carries -0.014; number 3, C, carries -0.059; number 4, C, carries -0.178; number 5, C, carries -0.392; number 6, O, carries -0.061; number 7, O, carries 0.040; number 8, F, carries 0.041; number 9, H, carries 0.026; number 10, H, carries 0.070; number 11, H, carries 0.136; number 12, H, carries 0.099; number 13, H, carries 0.096; number 14, H, carries 0.162; number 15, H, carries 0.167



(5)
The following is a DFT calculation (the ωB97M-V functional and the def2-TZVPD basis) of C5H7FO2 in the gas phase at a distorted geometry.

```
15
Properties=species:S:1:pos:R:3:forces:R:3
C -2.24917 1.17890 0.66455 1.49 1.22 -2.19
C -1.19078 1.36092 -0.15280 -0.03 -0.24 1.15
C 0.73781 -1.67065 -0.11675 0.92 -1.60 -3.76
C 1.79785 -0.64237 -0.58492 -0.91 0.98 0.79
C -0.04052 0.40157 -0.05571 -0.28 0.93 0.63
O -0.39053 -0.91628 -0.01343 -2.29 1.71 1.99
O 0.93226 0.47714 -0.99341 0.86 -0.03 0.70
F 0.56571 0.83495 1.33516 -0.46 -1.09 -2.03
H -2.89508 2.01226 0.57754 -1.17 0.41 0.49
H -2.46602 0.36374 1.31043 0.11 -0.57 0.23
H -1.01423 2.33773 -0.66941 -0.22 -1.24 0.33
H 0.44815 -2.41483 -0.95001 1.02 0.68 1.27
H 1.00180 -2.18390 0.76463 0.30 -0.50 1.15
H 2.32834 -0.24953 0.28663 0.36 -0.37 -0.28
H 2.43442 -0.88964 -1.40248 0.32 -0.30 -0.47
```
Positions in Å, forces in eV/Å.

The SMILES is C=CC1(F)OCCO1. For the frontier orbital gap, the calculation gives 11.193 eV. The value obtained for the relative energy (zero: lowest compared OMol25 entry of this formula, charge and spin) is 20.1 kcal/mol.

Partial atomic charges computed with the Löwdin method, in multiples of e: number 1, C, carries 0.065; number 2, C, carries -0.031; number 3, C, carries -0.157; number 4, C, carries -0.067; number 5, C, carries -0.512; number 6, O, carries 0.005; number 7, O, carries 0.017; number 8, F, carries -0.079; number 9, H, carries 0.047; number 10, H, carries 0.070; number 11, H, carries 0.133; number 12, H, carries 0.158; number 13, H, carries 0.112; number 14, H, carries 0.122; number 15, H, carries 0.118